Record 1
23
Properties=species:S:1:pos:R:3:forces:R:3 method="wB97M-V/def2-TZVPD" charge=-2 homo_ev=1.270
H -0.5056 2.1479 0.3058 -3.92 1.49 0.45
B 0.5648 2.0928 0.1811 0.90 1.60 0.09
O -1.2859 -1.5659 0.0207 -3.91 -3.37 -0.02
O -0.4032 0.0280 -2.0934 -0.36 0.61 -2.83
O 3.0083 -0.5863 -0.7023 2.26 0.96 -1.36
O 0.4845 -3.1391 -1.0222 -0.44 2.26 -0.50
H 1.0482 3.0128 0.4710 1.64 3.74 0.81
P 0.0251 -2.3357 0.2570 1.92 -7.51 -1.34
O 0.0872 -3.5202 1.2723 -1.02 2.21 1.11
H -1.3609 -0.2518 2.5901 -0.09 -0.75 -0.12
H -0.6856 -0.8305 -2.4085 -0.03 -0.96 0.39
H 0.5012 0.1092 -2.3961 0.56 0.00 0.10
O 0.9112 -1.1210 0.5810 3.64 -1.05 1.63
H -2.6080 1.3793 -1.0163 0.10 0.09 -0.41
Cd -0.4797 0.2101 0.0271 1.11 2.46 -1.74
O -2.4561 1.0192 -0.1425 -2.63 0.98 -0.56
O -0.9619 0.4004 2.0142 -1.55 0.78 4.07
H -3.2506 1.2330 0.3466 -0.19 -0.09 0.40
H 2.2690 -0.8785 -0.1692 -1.80 -0.59 1.08
H 0.9473 1.3607 0.8754 2.05 -2.20 2.83
H 3.5975 -1.3402 -0.7292 -0.09 -0.22 -0.08
H 0.8343 1.7669 -0.8116 1.32 -0.65 -3.92
H -0.2811 0.8086 2.5491 0.53 0.21 -0.09



Record 2
55
Properties=species:S:1:pos:R:3:forces:R:3 method="wB97M-V/def2-TZVPD" spin_multiplicity=6 charge=+2 homo_ev="-13.229 / -14.371"
H 6.6291 1.2410 -1.7479 0.00 -0.03 0.00
H -5.5149 -1.5687 -0.5509 0.00 -0.01 0.01
N 5.1967 0.6601 0.1756 -0.08 -0.10 0.03
H 2.1970 0.1680 1.5832 0.07 -0.09 0.00
H 3.0847 0.4219 -2.4512 0.01 0.02 0.00
C -3.1638 0.8211 -1.0916 -0.14 0.00 -0.04
N -0.5442 1.7835 -1.3438 0.46 -0.10 0.07
H 1.7468 5.1359 1.7752 0.03 -0.02 0.01
C -2.0362 0.0718 -0.8160 0.17 0.02 0.11
H 1.2454 5.8269 -0.5740 -0.01 0.01 0.00
C -0.5099 -3.9202 1.1556 -0.04 -0.08 0.09
N 4.1185 -3.0847 -0.5187 0.00 0.06 0.01
C 2.9537 0.2648 0.8125 0.06 0.17 0.36
C 4.7783 0.7280 -1.0929 0.11 0.07 -0.07
C 0.4045 3.9175 -1.0635 0.02 -0.08 0.11
C 4.2902 0.4256 1.1181 0.12 0.18 -0.30
C 1.2915 4.4488 1.0765 -0.06 -0.10 0.06
H 0.1417 4.1466 -2.0860 -0.02 0.00 -0.02
H -1.6033 -3.6473 -2.0496 0.00 0.00 -0.01
H 4.8249 -3.7999 -0.5397 -0.01 0.00 0.01
C -1.2900 -4.1190 -1.1268 0.01 -0.07 -0.06
H -0.2550 -3.2925 2.0001 0.03 0.00 -0.02
H -5.3118 0.8017 -1.1784 0.00 0.00 -0.03
C -4.5386 -1.1109 -0.6256 0.05 -0.06 0.00
C -2.1447 -1.2936 -0.4410 0.10 0.00 0.21
H 1.4461 -4.8532 -0.2742 0.02 -0.01 0.02
H -0.2007 -5.7632 2.2001 0.04 -0.01 0.00
N -0.7402 0.5444 -0.8666 -0.29 -0.45 -0.19
C -3.3969 -1.8793 -0.3512 -0.08 0.05 0.01
H -3.0676 1.8504 -1.4074 0.00 0.00 -0.01
H -1.4869 -6.1148 -1.8727 0.00 -0.01 0.00
N 5.6931 1.0101 -2.0380 -0.04 -0.02 0.02
C -0.8206 -6.0935 0.1694 0.00 0.00 -0.01
N 2.4279 -4.6460 -0.3775 0.06 0.06 -0.07
Ru 0.7143 -0.8105 -0.3797 -0.24 0.00 -0.27
H -0.7866 -7.1712 0.2512 -0.01 -0.01 0.00
H -3.4918 -2.9113 -0.0447 -0.02 0.00 0.02
O 1.9543 -2.4535 -0.3682 -0.14 0.05 0.12
N -0.9501 -1.9146 -0.1247 0.05 -0.06 -0.61
N 0.4051 2.2387 0.7313 0.10 0.05 -0.27
C -0.4777 -5.3033 1.2614 -0.07 0.03 0.01
C 2.8115 -3.3673 -0.4205 -0.07 -0.26 0.05
H 4.4108 -2.1251 -0.5743 -0.01 0.00 0.03
H 3.0813 -5.4087 -0.4230 0.00 0.00 -0.02
C 0.9811 3.1342 1.4934 0.06 0.12 0.02
C -0.9263 -3.3381 -0.0351 0.01 0.29 0.22
C 0.0995 2.6277 -0.5497 -0.21 0.25 0.29
H 4.6426 0.3700 2.1402 -0.01 0.03 0.01
H 5.4441 1.1313 -3.0031 0.00 0.02 0.01
H 1.2368 2.8208 2.5000 -0.02 0.02 0.02
C -1.2192 -5.5007 -1.0238 0.00 0.02 0.01
N 2.5457 0.2522 -0.4656 0.02 0.00 0.14
C -4.4249 0.2164 -0.9811 0.07 0.06 0.01
C 3.4277 0.4673 -1.4256 -0.13 -0.02 -0.03
C 1.0065 4.8319 -0.2253 -0.01 -0.01 -0.03



Record 3
88
Properties=species:S:1:pos:R:3:forces:R:3 method="wB97M-V/def2-TZVPD" spin_multiplicity=4 charge=+1 homo_ev="-9.896 / -10.230"
C 10.5535 17.0049 13.8949 -0.31 -2.25 -0.39
C 9.7434 19.0294 14.6036 2.15 0.49 0.01
S 16.6433 9.0019 9.8524 -0.09 0.27 0.27
C 16.2042 12.7928 11.0178 -0.45 0.52 0.67
C 14.5566 17.7421 7.9667 -0.18 0.05 -0.31
H 21.3817 15.4808 15.6582 0.10 0.00 -0.06
H 12.8337 17.2113 12.6048 -0.24 0.39 0.25
C 12.6239 16.2008 12.9163 1.83 1.69 -1.94
C 12.1951 13.6524 13.5002 1.19 -2.87 -0.41
H 18.9927 13.7421 14.7626 0.26 1.06 0.14
C 11.3290 14.5737 14.0280 -0.56 0.29 -0.26
C 18.5391 18.3087 17.5803 -0.45 -1.62 0.79
N 13.5159 15.3534 12.4749 1.06 0.25 -0.50
S 8.7901 16.8054 13.9198 1.03 -0.69 -0.01
N 14.5614 16.0949 9.7013 -0.27 -0.65 -1.31
H 19.6296 16.6603 8.5028 0.35 0.22 -0.17
H 14.7797 18.7549 7.6724 -0.09 0.14 0.08
H 19.7103 15.0373 13.7803 -0.01 0.15 0.11
I 17.5829 15.6792 7.1136 -0.08 -0.14 -0.55
H 11.9077 18.6516 14.3131 -0.17 -0.35 -0.02
H 7.6375 18.7873 14.8244 -0.05 -0.24 -0.36
N 14.9896 18.3553 10.2129 0.52 -0.26 0.70
C 13.0260 11.3163 13.3006 -1.13 0.18 0.18
C 14.1108 15.1992 8.7850 0.16 -0.02 0.93
C 15.1372 19.9506 14.4653 0.03 0.58 -0.79
H 18.7946 11.7413 10.4443 1.06 1.44 0.38
C 14.0919 11.7950 12.4310 0.44 -0.82 -0.13
P 17.7620 16.6401 14.7717 0.42 -0.07 -0.75
H 14.7686 19.9085 15.4664 -0.03 -0.28 0.57
N 15.3590 13.6759 11.5456 -0.21 -1.59 -0.52
H 19.4358 18.0017 17.0202 -0.31 0.40 0.12
C 19.5300 14.7350 14.8198 1.44 -2.27 -0.49
O 16.9478 17.1778 16.0051 -0.06 -0.15 0.36
O 18.7988 15.6725 15.5174 -0.57 1.23 0.84
C 15.6563 21.1900 14.0290 -0.47 -1.50 0.66
H 20.7007 14.1117 16.5640 0.04 0.25 -0.59
C 15.9595 20.1946 11.8648 0.43 0.31 0.21
C 18.2159 8.7212 9.2489 -0.45 0.37 0.43
H 19.4623 14.9104 8.8173 0.50 -0.59 -0.24
S 16.6670 15.2756 13.7956 -0.70 -0.04 -0.37
H 16.3690 20.3152 10.8710 -0.25 -0.27 -0.11
H 16.5255 22.1659 12.3186 0.53 0.89 -0.18
C 15.0383 18.8403 13.6374 0.96 1.03 -0.85
S 18.5591 18.1082 13.7158 0.01 -0.37 0.46
H 13.9554 14.1837 9.1897 0.12 0.58 -0.42
H 14.9616 9.8030 12.0799 -0.15 0.65 -0.31
C 14.2705 13.1732 12.1659 -0.69 -1.37 0.72
H 18.4202 17.0214 11.7366 0.13 0.27 0.01
H 21.4869 13.8356 15.0020 0.35 -0.31 -0.29
O 17.1643 15.5288 10.3592 -0.20 -0.41 -1.03
H 13.9506 17.1174 6.0378 -0.22 0.12 -0.57
H 17.0628 13.2081 10.5353 0.28 0.15 -0.31
H 18.4651 7.7493 8.8978 0.16 -0.40 -0.47
C 16.0601 11.4100 11.1296 0.41 -0.41 -0.59
C 13.2684 14.0747 12.6573 -0.05 -0.67 1.44
C 20.8711 14.5258 15.5479 -0.97 0.21 0.58
C 18.1879 16.0880 9.9834 2.83 1.20 0.33
H 12.8906 10.2270 13.5093 0.39 1.05 -0.39
H 17.4891 19.1709 15.9962 -0.57 -0.07 -0.06
H 20.0629 9.8045 9.1728 0.09 0.05 -0.06
C 12.1017 12.1847 13.8015 -0.61 0.79 -0.55
C 18.9604 15.8432 8.6778 -1.61 -0.08 1.12
C 19.0198 9.7943 9.4407 0.23 0.15 0.38
C 11.5103 15.8850 13.5774 -3.63 0.29 2.28
H 14.8276 17.8873 14.0273 -0.65 -1.10 0.43
H 10.5430 14.2178 14.7221 0.39 0.64 -0.58
C 15.4266 18.9809 12.2989 0.28 0.56 0.16
C 14.0757 16.8202 7.0537 0.44 0.11 0.24
C 16.1250 21.2786 12.7246 -0.93 -0.83 0.43
N 18.8181 16.9521 10.7912 -0.61 -0.29 0.80
H 13.4650 14.7806 6.7910 -0.21 -0.43 -0.37
H 11.1492 11.8418 14.2992 1.44 0.30 -0.26
H 9.8549 20.0255 14.9723 -0.13 0.47 0.14
C 17.0664 10.5873 10.4439 -0.39 -1.22 -0.28
H 19.7913 17.2452 10.7897 -0.39 -0.16 -0.73
H 15.6718 21.9244 14.8343 0.31 0.40 -0.78
H 18.6556 19.2748 18.0845 0.16 -0.26 -0.15
C 10.9019 18.2380 14.2475 -0.53 1.99 0.61
H 16.3654 18.5595 17.3287 1.26 0.08 -0.63
N 15.2954 17.9106 11.3492 -0.08 0.50 0.26
C 17.3047 18.3693 16.7212 -0.99 1.22 0.07
C 14.7464 17.3536 9.2752 -0.50 -0.47 -0.29
C 13.8377 15.5234 7.4551 0.23 0.18 1.20
C 8.5886 18.3887 14.4944 -1.19 -0.10 0.26
C 15.0034 10.8799 11.8446 0.03 0.51 0.85
C 18.3685 10.8445 10.1430 -0.80 -0.94 -0.46
V 15.5677 15.7148 11.5849 -1.36 1.30 0.58
H 18.3290 17.5120 18.3293 0.55 0.58 -0.13



Record 4
72
Properties=species:S:1:pos:R:3:forces:R:3 method="wB97M-V/def2-TZVPD" spin_multiplicity=2 charge=+2 homo_ev="-13.545 / -13.403"
H -1.7693 1.8029 -2.0424 0.04 -0.01 0.01
C 1.9334 -0.3116 -3.4543 0.01 -0.09 -0.07
H -6.8215 -0.0389 0.9786 0.02 0.00 0.01
H -2.1487 -3.6021 1.5843 0.00 -0.01 0.05
H -0.8000 -1.1530 -3.0648 -0.03 0.01 0.01
C 1.9292 0.3904 2.2695 -0.14 -0.12 0.24
C 0.2086 -1.3238 2.4846 0.04 0.38 0.27
H 5.3430 -2.0189 -2.8610 0.00 0.04 0.01
C 2.9343 -0.2063 -4.4070 0.00 0.04 0.04
H 2.4974 -0.3365 1.6918 0.03 0.00 -0.04
H 1.1790 3.8761 1.3013 -0.25 0.21 -0.20
H 2.3274 0.4220 3.2895 0.03 0.00 0.00
H -0.7480 -5.0341 3.0134 0.02 0.03 -0.01
H -0.1575 2.0074 2.5963 0.00 0.03 -0.01
C 2.5962 4.8455 -0.0392 0.17 -0.37 0.47
C -2.7386 2.6732 0.2765 -0.02 0.00 0.12
H -1.3437 0.7522 2.9830 -0.03 -0.01 -0.01
C 1.0069 -2.1425 3.2681 0.02 -0.11 0.07
H 0.1752 -3.3547 0.0187 0.00 0.00 -0.01
C 1.7325 3.8485 0.3727 0.04 0.57 0.62
H 1.2888 -4.1054 4.0774 -0.05 0.03 0.01
H 2.7477 5.7105 0.5912 -0.04 -0.04 0.01
H 2.7529 0.3436 -5.3214 0.02 0.02 0.03
N -1.6738 -0.9324 1.1004 1.04 -0.53 -0.61
H 1.5539 -3.6209 -1.0717 -0.03 -0.03 0.00
H -3.5284 1.6265 -2.0383 -0.03 -0.01 0.05
C -3.9335 -1.5837 1.8163 0.07 0.04 0.02
C -4.8683 0.6242 0.3917 -0.08 0.04 -0.05
H -3.6173 3.1326 -0.1838 -0.03 -0.04 0.03
C -0.5555 -1.9316 -2.3451 0.04 -0.06 -0.10
C 0.6566 -3.4714 3.4689 0.05 -0.01 -0.05
H 0.9853 0.1883 -3.6234 -0.03 -0.09 -0.05
P 0.7486 -1.3816 -1.1972 -0.69 0.17 -0.14
C 3.2684 4.6988 -1.2379 0.20 0.09 -0.10
C 4.3885 -1.5371 -3.0264 0.01 0.02 0.02
H -5.2438 1.5022 -0.1190 0.01 -0.03 0.01
H 0.0295 1.0219 4.0678 0.00 0.04 0.00
H 3.5810 -2.2095 -1.1645 -0.03 -0.05 -0.05
H 4.9333 -0.7679 -4.9508 -0.01 0.00 0.01
C -2.5935 1.2126 -1.6461 -0.31 0.14 -0.01
H 1.8908 -1.7452 3.7496 0.00 -0.02 -0.06
C 2.1392 -1.0737 -2.3004 0.12 0.21 0.08
H 2.0553 1.6157 -1.9758 -0.15 0.25 -0.18
C -3.0179 -0.7717 1.0951 0.00 0.03 0.16
Pd -0.4075 0.3007 -0.0463 -1.54 0.49 0.64
C -3.5159 0.3698 0.4213 -0.12 0.04 0.00
H 2.0645 1.3758 1.8311 0.01 0.06 -0.04
H -2.5129 0.1794 -1.9759 0.03 -0.02 0.01
C -5.7590 -0.2371 1.0251 -0.01 -0.02 0.02
N 0.5060 0.0513 2.2351 0.24 0.04 0.20
N -2.5649 1.2761 -0.1616 0.86 0.02 -0.50
H -2.8389 2.7083 1.3598 0.00 -0.02 -0.01
C 1.1070 -2.9352 -0.3512 0.37 0.08 0.22
N 1.4949 2.7830 -0.3960 -0.87 1.09 -1.10
O 0.2158 2.3137 -0.3834 0.96 -1.53 0.45
C -0.9647 -1.8383 1.9140 -0.28 0.15 -0.09
C -0.2887 1.0123 3.0198 0.11 -0.22 0.12
C -0.4892 -3.9918 2.8792 -0.02 0.00 -0.03
C 3.0982 3.5297 -1.9649 0.32 -0.41 0.33
C 4.1585 -0.8314 -4.1983 0.01 0.00 0.02
H -1.8584 3.2376 -0.0209 0.02 -0.01 -0.02
C -1.2993 -3.1792 2.1043 -0.07 -0.08 -0.02
H 1.7841 -2.8062 0.4936 -0.02 -0.02 -0.02
H -3.5692 -2.3839 2.4396 -0.03 -0.02 -0.03
C -5.2815 -1.3281 1.7542 0.01 0.02 -0.04
H 3.9630 5.4588 -1.5730 -0.16 0.04 -0.07
H -1.4511 -2.1865 -1.7772 0.00 0.00 0.00
H -5.9719 -1.9687 2.2855 0.00 0.03 0.02
C 2.2345 2.5677 -1.4912 0.15 -0.40 -0.63
C 3.3855 -1.6522 -2.0727 0.04 -0.03 -0.02
H 3.6477 3.3467 -2.8772 -0.01 -0.04 0.02
H -0.2099 -2.8126 -2.8892 -0.02 0.00 -0.01



Record 5
9
Properties=species:S:1:pos:R:3:forces:R:3 method="wB97M-V/def2-TZVPD" homo_ev="-9.364 / -8.517"
H 1.5327 1.2129 1.1930 -0.32 -0.84 -0.24
H 0.2786 -0.1115 0.5749 0.78 0.70 0.53
C 0.4963 0.8303 1.1388 -0.21 0.17 -0.62
S -0.4437 2.1588 0.3303 -0.27 0.58 0.32
H 0.1033 0.7542 2.1606 -0.03 0.02 -0.25
N -3.2220 -0.4772 -0.8594 -0.32 -0.64 0.14
S -3.1110 0.3012 0.5074 -0.16 -0.04 -0.05
O -3.6741 -1.5017 -1.2483 0.26 0.49 -0.07
O 0.0224 2.3819 -1.0689 0.26 -0.44 0.23